The following is a DFT calculation (ωB97M-V/def2-TZVPD) of a single C8H14N2O6 molecule at a distorted geometry.

Computed properties:
gap between HOMO and LUMO: 9.6 eV
electronic energy: -23786.759 eV
relative energy (zero: lowest compared OMol25 entry of this formula, charge and spin): 3.3233 eV
LUMO energy: -0.00110 hartree
SMILES string: N[C@@H](CCC(=O)O)C(=O)N[C@@H](CO)C(=O)O

Structure (ORCA input):
```
! RIJCOSX wB97M-V def2-TZVPD def2/J DEFGRID3
* xyz 0 1
C -0.98490 0.71773 -0.10827
C -0.59196 -0.70230 0.09431
C -0.37771 1.79520 0.85739
C -0.33902 1.00556 2.25820
C -1.58805 0.66493 3.00343
C 1.38074 -0.44459 -1.44826
C 0.59988 -0.03501 -2.76727
C 2.68081 -1.08577 -1.77057
H -2.80914 0.24812 -0.61967
H -2.98043 0.81445 0.83783
H -0.58471 1.02925 -1.09327
H -1.23783 2.45923 0.79091
H 0.69971 2.23825 0.67938
H 0.29143 0.13620 2.24687
H 0.20192 1.64168 3.11832
H -1.33104 -1.26448 2.82889
H 0.83019 -2.15341 -0.32618
H 1.58802 0.50695 -0.98291
H 3.41120 -0.33731 -1.98773
H 2.51437 -1.90001 -2.47834
H 3.43954 -1.23792 0.00277
H -0.46693 -1.78983 -2.71260
N -2.43844 0.90910 -0.02154
N 0.43741 -1.19807 -0.65391
O -1.21366 -1.39188 0.86400
O -2.37152 1.59659 3.15856
O -1.94344 -0.56126 3.27165
O 0.61932 1.10149 -3.21278
O 2.89036 -1.79783 -0.56346
O -0.32613 -0.96506 -3.26576
*
```